[1]
Formula: C2H3NO2S
Source: OMol25
Level of theory: ωB97M-V/def2-TZVPD

For the HOMO-LUMO gap, the calculation gives 8.1 eV. The relative energy (zero: lowest compared OMol25 entry of this formula, charge and spin) comes out at 2.8634 eV. As for the net charge: 0. The lowest unoccupied orbital energy is -0.0458 Ha. The calculation puts the highest occupied orbital energy at -9.34 eV.

```
9
Properties=species:S:1:pos:R:3:forces:R:3
S -0.902 1.635 -0.196 0.280 -0.235 0.145
O -1.212 -1.476 -0.229 -0.333 0.047 -0.082
O 2.083 -0.607 0.419 -0.472 -0.024 -0.126
N 0.147 -1.383 -0.478 0.845 -0.838 -0.006
C 0.234 0.836 0.615 0.092 0.339 0.263
C 0.892 -0.466 0.218 0.154 0.186 0.023
H -1.628 -1.008 -0.970 0.036 -0.047 0.119
H 0.727 1.283 1.495 -0.229 -0.242 -0.391
H 0.585 -2.315 -0.556 -0.374 0.816 0.054
```
Forces are in eV/Å.

Charges in e, computed with Löwdin, in the same order as the atoms: S 0.76; O -0.06; O 0.08; N -0.01; C -0.54; C -0.54; H 0.08; H 0.07; H 0.17

***

[2]
Formula: C30H33MoN9O3S4
Source: OMol25
Level of theory: ωB97M-V/def2-TZVPD

For the HOMO-LUMO gap (alpha / beta), the calculation gives 5.9 / 6.9 eV. The relative energy (zero: lowest compared OMol25 entry of this formula, charge and spin) comes out at 0.0000 eV. As for the net charge: 0. The lowest unoccupied orbital energy (alpha / beta) is -0.0241 / -0.0108 Ha. The calculation puts the highest occupied orbital energy (alpha / beta) at -6.60 / -7.22 eV. The multiplicity is 3. As for the expectation value of S²: 2.04.

```
80
Properties=species:S:1:pos:R:3:forces:R:3
Mo 0.589 1.107 -1.494 0.123 -0.103 0.138
S 1.606 -0.883 -2.211 -0.044 0.040 -0.056
S 2.834 1.973 -1.749 -0.120 0.026 0.039
S -1.416 -0.197 -1.098 -0.068 0.054 0.015
S -0.644 1.956 -3.260 0.015 -0.039 -0.088
O 2.172 -4.179 -0.855 -0.024 0.001 0.001
O 5.354 3.234 1.005 0.006 0.015 -0.103
O 2.736 -3.142 1.032 0.119 0.022 0.048
N 1.055 0.524 0.629 0.016 0.058 -0.039
N 0.592 4.925 0.561 0.014 0.014 -0.013
N 7.021 4.211 -0.035 0.066 -0.043 -0.015
N 7.397 2.904 0.277 -0.024 0.053 -0.082
N 2.259 -0.250 2.245 -0.147 -0.025 0.054
N -0.672 5.052 0.094 0.001 -0.015 0.040
N 1.115 0.176 2.832 0.041 0.066 -0.035
N -0.337 -3.487 -0.798 -0.004 -0.093 0.001
N 0.151 3.036 -0.399 0.028 0.078 -0.042
C -3.504 -0.992 -2.734 0.016 0.018 0.001
C 5.820 4.353 0.398 -0.079 0.007 0.083
C 3.849 0.635 -2.239 0.021 -0.068 -0.004
C 3.653 5.381 0.910 0.012 -0.007 0.008
C 5.104 6.493 -0.652 0.012 -0.020 0.004
C 2.632 6.277 0.631 0.039 -0.027 0.007
C 1.069 3.722 0.264 0.011 -0.034 0.018
C 5.464 -1.635 1.877 0.016 -0.045 0.022
C 4.108 7.427 -0.885 0.005 0.010 -0.014
C 3.340 -0.859 3.015 0.106 -0.029 -0.005
C 0.430 -3.088 0.374 -0.046 0.037 -0.028
C 6.386 2.368 0.864 0.007 -0.043 0.131
C -2.742 1.082 -4.798 -0.009 -0.011 0.014
C -2.331 -0.052 -2.588 -0.027 -0.101 0.078
C 4.654 -0.601 2.321 0.000 0.061 0.013
C 1.898 -3.460 0.222 -0.064 0.031 -0.031
C 2.211 -0.051 0.937 0.029 0.004 -0.075
C 2.867 7.307 -0.270 -0.014 0.008 0.004
C 4.107 -1.793 -2.884 0.008 0.028 0.043
C 6.638 -1.352 1.182 -0.004 -0.017 0.009
C 1.272 6.038 1.234 -0.017 0.003 0.011
C -2.000 0.862 -3.510 0.043 0.093 -0.054
C 6.151 0.992 1.299 0.015 0.023 -0.012
C 5.014 0.711 2.042 0.001 -0.025 -0.003
C 3.324 -0.588 -2.438 0.020 0.053 0.015
C 5.301 0.978 -2.454 -0.037 -0.006 -0.009
C 6.981 -0.046 0.881 -0.012 0.022 -0.011
C 4.868 5.452 0.241 0.003 0.007 -0.006
C -0.902 3.897 -0.477 -0.020 0.013 0.000
C 0.417 0.641 1.824 -0.035 -0.056 0.022
H 0.077 -3.585 1.279 -0.003 -0.007 0.012
H 0.612 6.893 1.115 0.014 0.013 -0.001
H 4.285 8.236 -1.581 -0.002 -0.002 0.001
H 5.159 -2.660 2.042 0.010 0.021 -0.015
H -0.567 1.065 1.931 0.003 -0.003 -0.003
H -0.636 -2.664 -1.312 0.018 0.008 -0.021
H 2.990 -0.321 0.243 0.011 0.028 -0.017
H -1.164 -4.007 -0.544 -0.008 -0.012 -0.003
H 5.961 0.162 -2.158 0.001 0.004 0.002
H 3.496 4.587 1.630 -0.010 0.007 -0.004
H 3.743 -2.691 -2.383 0.005 -0.011 -0.014
H 3.148 -1.925 3.101 -0.012 -0.026 -0.005
H 3.304 -0.398 4.002 -0.003 -0.009 0.003
H 2.077 8.010 -0.502 0.005 0.001 -0.003
H -1.825 3.653 -0.974 0.013 -0.010 -0.010
H -3.599 0.415 -4.884 -0.001 0.011 -0.008
H 1.352 5.803 2.296 -0.021 0.012 0.008
H 5.577 1.863 -1.880 0.005 -0.005 0.002
H 7.265 -2.164 0.841 -0.004 0.000 0.001
H 7.863 0.182 0.296 0.001 -0.003 0.003
H 4.002 -1.946 -3.961 -0.008 -0.009 0.002
H 4.372 1.523 2.362 -0.010 -0.003 -0.007
H 1.310 -4.231 -1.339 0.014 0.012 0.019
H 2.060 3.367 0.487 -0.006 0.016 -0.013
H -3.671 -1.534 -1.804 -0.008 0.001 -0.002
H -2.089 0.907 -5.655 -0.004 -0.004 -0.004
H 0.380 -2.012 0.555 -0.006 -0.060 -0.006
H 6.051 6.541 -1.173 -0.003 0.006 0.001
H 5.168 -1.686 -2.663 -0.004 -0.002 -0.017
H -3.098 2.112 -4.868 0.003 -0.001 -0.005
H -4.421 -0.453 -2.976 -0.002 -0.008 -0.003
H -3.327 -1.726 -3.524 -0.002 -0.004 0.009
H 5.493 1.201 -3.506 0.015 0.000 0.007
```
Forces are in eV/Å.

Charges in e, computed with Löwdin, in the same order as the atoms: Mo 0.62; S 0.60; S 0.59; S 0.54; S 0.57; O 0.10; O 0.10; O 0.07; N -0.10; N -0.09; N 0.13; N 0.13; N -0.10; N 0.13; N 0.13; N 0.01; N -0.08; C -0.13; C -0.30; C -0.76; C 0.01; C 0.00; C -0.20; C -0.17; C -0.02; C -0.05; C -0.06; C -0.18; C -0.31; C -0.13; C -0.75; C -0.21; C -0.55; C -0.17; C -0.02; C -0.11; C -0.05; C -0.06; C -0.75; C -0.13; C 0.02; C -0.74; C -0.12; C -0.01; C -0.12; C -0.19; C -0.21; H 0.13; H 0.13; H 0.11; H 0.11; H 0.11; H 0.00; H 0.12; H 0.09; H 0.06; H 0.12; H 0.05; H 0.12; H 0.13; H 0.12; H 0.11; H 0.06; H 0.13; H 0.04; H 0.11; H 0.12; H 0.08; H 0.13; H 0.10; H 0.09; H 0.05; H 0.08; H 0.08; H 0.12; H 0.07; H 0.07; H 0.08; H 0.08; H 0.09

***

[3]
Formula: C29H33BN11OPdSSi
Source: OMol25
Level of theory: ωB97M-V/def2-TZVPD

For the HOMO-LUMO gap, the calculation gives 7.0 eV. The relative energy (zero: lowest compared OMol25 entry of this formula, charge and spin) comes out at 1.6705 eV. As for the net charge: +1. The lowest unoccupied orbital energy is -0.1639 Ha. The calculation puts the highest occupied orbital energy at -11.45 eV.

```
78
Properties=species:S:1:pos:R:3:forces:R:3
Pd 0.093 -0.295 -0.226 -0.402 1.352 -0.862
S -1.166 -2.048 -1.436 0.536 -0.597 0.801
Si 1.532 -2.372 -0.174 0.648 0.257 -0.403
O 0.125 -0.689 1.708 -0.555 -0.472 0.549
N -3.006 1.018 4.676 -0.004 -0.021 -0.012
N 0.795 1.666 0.439 -0.056 -0.336 0.030
N -1.975 -0.957 -3.758 -0.180 0.158 0.056
N -0.630 -2.798 -3.991 -0.209 -0.291 0.026
N -0.158 1.808 -2.247 -0.097 -0.117 -0.086
N 0.064 2.730 0.021 0.103 -0.084 0.004
N -1.653 -3.024 3.236 -0.113 0.004 -0.012
N -2.027 0.713 -0.012 -0.524 0.183 -0.092
N 0.317 0.566 -2.030 0.135 -0.261 -0.441
N -0.661 0.198 2.394 0.443 -0.598 -0.609
N -2.177 1.860 -0.689 0.018 0.365 0.067
C 0.970 1.203 -4.060 0.063 0.028 -0.021
C 1.484 2.063 1.503 0.191 0.075 0.004
C 1.036 -5.057 2.817 0.007 -0.036 -0.047
C 5.120 -1.615 -1.965 -0.046 -0.041 -0.041
C 0.229 2.210 -3.464 -0.040 0.060 -0.104
C 0.534 -3.567 -3.563 -0.165 0.071 -0.092
C 0.971 -4.382 1.607 0.047 0.021 0.002
C -4.207 1.238 -0.093 0.009 -0.111 -0.001
C -1.339 -3.398 -5.134 0.047 0.022 0.074
C 1.556 -3.119 1.467 -0.264 -0.060 0.630
C -1.225 -1.895 -3.197 0.129 0.530 -0.053
C -3.480 2.210 -0.745 0.080 -0.012 -0.002
C 2.197 -2.536 2.571 -0.019 -0.109 -0.082
C 5.587 -0.479 -1.322 -0.004 0.053 -0.006
C 3.860 -2.114 -1.662 -0.006 0.081 0.051
C -2.326 0.382 4.007 0.156 -0.253 -0.202
C 1.001 0.188 -3.109 0.031 0.084 0.036
C 3.057 -1.490 -0.698 0.409 0.168 -0.138
C 2.243 -3.204 3.778 0.014 -0.061 0.018
C 3.535 -0.330 -0.080 0.139 -0.142 -0.096
C 4.791 0.171 -0.385 -0.043 -0.023 -0.019
C 1.231 3.405 1.773 0.060 -0.052 0.051
C -1.856 -0.575 -5.168 0.032 0.015 0.081
C -1.584 -1.879 3.204 0.151 0.582 -0.072
C -1.479 -0.424 3.150 -0.410 -0.223 0.787
C -3.240 0.318 0.348 -0.110 0.145 -0.005
C 1.658 -4.463 3.901 0.021 0.070 0.061
C 0.324 3.784 0.805 -0.065 0.027 0.055
C -2.918 -0.107 -3.018 -0.020 -0.285 -0.135
B -0.924 2.624 -1.150 -0.181 -0.110 0.058
H 2.924 0.175 0.651 0.019 -0.021 0.005
H 2.680 -1.571 2.476 -0.067 0.016 -0.001
H -3.376 -0.600 0.901 -0.009 0.028 -0.022
H 0.250 -4.428 -2.954 -0.016 -0.004 0.007
H 1.490 -0.775 -3.138 0.017 0.117 0.025
H -1.343 -4.479 -4.993 0.007 -0.006 0.023
H 2.150 1.391 2.020 -0.163 -0.030 0.071
H -0.156 4.734 0.624 0.034 -0.080 -0.027
H -2.368 -3.058 -5.172 0.003 -0.003 0.026
H -1.253 3.696 -1.578 0.204 -0.080 -0.019
H 2.743 -2.753 4.625 -0.012 -0.019 0.006
H 5.740 -2.121 -2.695 -0.013 0.028 0.009
H -3.855 -0.074 -3.575 0.024 -0.011 -0.032
H 1.649 4.006 2.563 -0.018 -0.021 -0.077
H -0.844 -3.175 -6.078 0.011 0.028 -0.013
H 1.687 -4.978 4.853 0.032 -0.001 -0.034
H -0.046 3.189 -3.825 0.027 -0.060 0.058
H -2.514 0.896 -2.939 0.021 0.061 -0.034
H 1.049 -3.910 -4.459 -0.004 -0.004 0.018
H -2.692 -0.950 -5.759 -0.005 -0.014 0.008
H 5.153 1.062 0.112 -0.002 -0.014 -0.017
H -5.274 1.196 0.052 0.060 0.032 0.020
H 3.509 -3.011 -2.166 0.050 0.005 0.062
H -3.792 3.120 -1.236 0.036 -0.042 0.052
H -0.921 -0.933 -5.584 0.030 0.000 0.025
H 1.206 -2.938 -2.997 0.073 0.037 0.004
H -3.105 -0.503 -2.028 0.035 0.006 -0.033
H -1.863 0.512 -5.210 -0.001 0.014 0.009
H 1.372 -3.471 -1.117 -0.221 -0.081 -0.061
H 0.470 -4.847 0.763 0.020 0.029 0.040
H 1.447 1.219 -5.025 -0.045 0.002 0.059
H 0.603 -6.045 2.908 -0.054 0.039 0.029
H 6.574 -0.096 -1.551 -0.031 -0.006 0.003
```
Forces are in eV/Å.

Charges in e, computed with Löwdin, in the same order as the atoms: Pd 0.84; S 0.76; Si 0.72; O -0.39; N 0.19; N -0.02; N -0.15; N -0.18; N 0.00; N -0.01; N 0.21; N -0.03; N -0.09; N 0.04; N -0.06; C -0.03; C -0.14; C -0.08; C -0.07; C -0.05; C -0.07; C -0.11; C -0.04; C -0.02; C -0.33; C -0.63; C -0.08; C -0.09; C -0.06; C -0.11; C -0.15; C -0.13; C -0.33; C -0.06; C -0.10; C -0.06; C -0.03; C -0.03; C -0.13; C -0.29; C -0.16; C -0.06; C -0.04; C -0.03; B -0.50; H 0.05; H 0.10; H 0.11; H 0.10; H 0.10; H 0.10; H 0.11; H 0.13; H 0.09; H 0.13; H 0.11; H 0.11; H 0.11; H 0.11; H 0.10; H 0.11; H 0.13; H 0.08; H 0.11; H 0.10; H 0.11; H 0.10; H 0.09; H 0.13; H 0.09; H 0.01; H 0.04; H 0.10; H -0.02; H 0.10; H 0.11; H 0.11; H 0.11